No. 1
# C16H33Br11N3

A 6-piece molecular cluster, C16H33Br11N3 overall (wB97M-V/def2-TZVPD, the OMol25 dataset).

E_HOMO = -11.806 eV
E_LUMO = -5.052 eV
E = -29107.46648 a.u.

ORCA input file:
```
! RIJCOSX wB97M-V def2-TZVPD def2/J DEFGRID3
* xyz 1 1
C -2.26770 -3.47818 2.51308
C -2.64505 -1.86528 2.64558
Br -2.64308 -1.44707 4.60326
C -1.61843 -0.90164 1.75153
C -1.82377 0.68410 2.11165
C -0.54718 1.51921 2.79624
N -0.99198 2.98215 2.58779
C -2.30338 2.96489 1.77646
N -3.37765 3.81863 1.81310
N -2.08295 1.67663 0.95842
H -3.06120 -4.14877 3.10091
H -1.19932 -3.63259 3.01515
H -2.20805 -3.80600 1.38949
H -3.72554 -1.66020 2.19637
H -1.81261 -1.18440 0.62825
H -0.52682 -1.30897 2.00249
H -2.87169 0.76172 2.67743
H -0.19978 1.19661 3.86737
H 0.41812 1.48732 2.09501
H -0.24371 3.58406 2.15697
H -4.00146 3.86746 2.67371
H -3.59540 4.51029 1.05844
H -2.88536 1.40861 0.32193
Br 0.61360 -3.60164 1.13924
C 1.29276 -5.42666 1.03304
C 0.41736 -6.28575 0.15057
Br -1.22064 -6.80598 1.07276
H 1.37261 -5.79804 2.05850
H 2.29540 -5.33233 0.60650
H 0.91874 -7.22712 -0.09070
H 0.11760 -5.79058 -0.77738
Br -1.16651 0.40879 -2.77289
C -0.33028 2.12944 -3.15149
C 0.90843 2.33263 -2.31041
Br 0.44637 2.80907 -0.47639
H -1.09297 2.89702 -2.99338
H -0.07304 2.09269 -4.21385
H 1.49419 3.17697 -2.68426
H 1.54799 1.44697 -2.25854
Br 1.53311 -0.93323 -5.46103
C -0.24123 -1.27977 -6.19240
C -0.25370 -1.12337 -7.69522
Br -0.26215 0.75804 -8.20936
H -0.93487 -0.60712 -5.68026
H -0.46817 -2.31181 -5.91041
H -1.17296 -1.53763 -8.11845
H 0.60753 -1.58462 -8.18682
Br 1.68438 5.57113 3.18719
C 1.52368 5.98013 5.08723
C 0.07910 5.96449 5.53000
Br -0.85009 7.58377 4.96550
H 2.01705 6.94245 5.24974
H 2.09116 5.19558 5.59572
H 0.01024 5.96329 6.62134
H -0.48726 5.11698 5.13363
Br 4.11225 -0.03718 -2.13337
C 4.79140 -1.86220 -2.23957
C 3.91600 -2.72129 -3.12204
Br 2.27800 -3.24151 -2.19985
H 4.87126 -2.23357 -1.21411
H 5.79405 -1.76787 -2.66611
H 4.41739 -3.66266 -3.36331
H 3.61624 -2.22611 -4.04999
*
```


No. 2
# C18H37NO7

A 6-piece molecular cluster, C18H37NO7 overall (wB97M-V/def2-TZVPD, the OMol25 dataset).

E_HOMO = -9.329 eV
E_LUMO = -1.810 eV
E = -1289.01335 a.u.

ORCA input file:
```
! RIJCOSX wB97M-V def2-TZVPD def2/J DEFGRID3
* xyz 0 1
C 10.98800 11.21000 40.83000
C 12.21400 10.51100 41.16900
O 13.28200 11.02200 40.89100
N 12.08500 9.25100 41.90400
H 12.71000 9.52900 42.68000
H 11.08500 8.85600 42.05300
C 12.88100 8.12400 41.20000
H 10.37300 10.95200 41.61300
H 10.44800 10.54200 40.14200
H 10.98800 12.23700 40.71200
H 13.82500 8.46800 40.80900
H 12.41400 7.85100 40.37600
H 13.01500 7.28100 41.81700
O 9.77300 8.43600 42.30700
H 9.04600 8.18700 42.39400
C 8.55500 9.42300 46.21600
C 8.76500 10.44600 45.10900
C 8.73200 12.03600 45.59000
O 9.94200 10.18300 44.49300
H 7.80200 9.62100 46.70200
H 9.23100 9.37600 47.14300
H 8.50900 8.42200 45.65900
H 8.04500 10.06800 44.35900
H 8.67700 12.73300 44.71800
H 9.63500 12.09700 46.22100
H 7.85100 11.99800 45.96600
H 10.00500 9.61400 43.71500
C 12.31700 4.88400 44.58900
C 11.39100 6.10300 44.58000
C 12.07100 7.21900 45.19100
O 11.30800 6.37100 43.18600
H 11.73200 4.01700 44.53500
H 12.42300 4.67400 45.77400
H 13.18900 4.75000 44.14300
H 10.44100 6.04700 44.99500
H 12.04700 7.40000 46.31100
H 11.50800 8.01600 45.11100
H 12.98300 7.47200 44.80900
H 10.57000 7.04400 42.87600
C 8.37800 5.67000 40.64000
C 9.63800 6.24000 40.07000
C 10.20100 5.65600 38.74100
O 9.52800 7.60500 39.89900
H 8.35300 4.61800 40.80200
H 7.42500 5.95300 39.76100
H 8.11600 6.22700 41.43000
H 10.16300 5.96300 40.82000
H 10.88400 6.36500 38.05300
H 9.56600 5.33100 38.05200
H 10.84400 4.77900 38.91400
H 9.44700 8.07900 40.88300
C 7.06200 10.10300 40.33000
C 6.08100 9.05500 39.99100
C 4.96900 9.39000 38.93000
O 4.20200 8.52400 38.61100
C 4.96000 10.74700 38.32500
C 5.89200 11.76300 38.79400
C 6.94200 11.50000 39.70500
O 7.60300 12.42500 40.16900
H 7.79500 9.91500 41.05500
H 6.31300 7.96900 40.51000
H 4.14400 10.93700 37.62400
H 5.58100 12.71100 38.22500
*
```


No. 3
# C6H5O3S2

An isolated ion of composition C6H5O3S2 and charge -1 (wB97M-V/def2-TZVPD, the OMol25 dataset).

E_HOMO (alpha / beta) = -4.127 / -4.125 eV
E_LUMO (alpha / beta) = 2.318 / 2.275 eV
E = -1253.58859 a.u.

ORCA input file:
```
! RIJCOSX wB97M-V def2-TZVPD def2/J DEFGRID3
* xyz -1 1
C 2.52443 1.38919 -0.18243
C 1.25336 2.04646 -0.08366
C 2.68017 0.03240 -0.18630
C 0.58023 -0.42363 0.28800
C -0.06108 -1.65915 0.28874
C -1.49612 -1.74651 0.63312
O 5.09494 -0.18293 -0.97905
O 0.60566 -2.70683 0.25642
O 4.63468 -0.17172 1.46029
S -0.09343 1.17100 0.23026
S 4.31558 -0.80398 0.14772
H 3.32385 2.17610 -0.34743
H 1.03374 3.04621 -0.50019
H -1.54878 -2.23936 1.62270
H -2.09890 -2.35959 0.07291
H -1.86949 -0.68772 0.77353
*
```


No. 4
# C45H50N8O3STi

C45H50N8O3STi as an isolated structure (wB97M-V/def2-TZVPD, the OMol25 dataset).

E_HOMO (alpha / beta) = -0.540 / -1.441 eV
E_LUMO (alpha / beta) = 4.170 / 4.161 eV
E = -3656.28051 a.u.

ORCA input file:
```
! RIJCOSX wB97M-V def2-TZVPD def2/J DEFGRID3
* xyz -2 3
Ti -0.98376 -0.90992 0.24124
C -0.87477 -5.04358 -1.26129
C -1.08713 -3.58083 -0.99900
N -0.82041 -2.99470 0.17566
N -0.36092 -3.82006 1.18289
C -0.18359 -3.19824 2.29833
N 0.31599 -3.93667 3.36605
S -0.48560 -1.51225 2.57433
C -1.60674 -2.74461 -2.00296
C -2.06468 -3.23029 -3.25761
C -2.70573 -2.39549 -4.12290
C -2.92708 -1.05170 -3.74928
C -2.44336 -0.63119 -2.53620
N -1.76280 -1.41031 -1.68784
H -0.48750 -5.52748 -0.37036
H -0.16677 -5.19193 -2.08037
H -1.81530 -5.52944 -1.53937
H 0.14847 -4.92749 3.27764
H 0.09081 -3.55201 4.26876
H -1.90837 -4.27050 -3.50679
H -3.05856 -2.76572 -5.07831
H -3.45857 -0.35953 -4.38624
H -2.60350 0.38741 -2.21243
C 4.99006 5.04282 -2.42151
O 5.24272 5.79686 -1.26175
C 4.17009 5.96763 -0.40098
C 2.85911 5.63606 -0.70622
C 1.84735 5.81635 0.23079
C 2.11109 6.34281 1.50784
C 3.45036 6.70266 1.77239
C 4.45593 6.51356 0.84850
N 1.17556 6.61181 2.48687
N -0.02036 6.03800 2.42367
C -0.19691 4.73418 2.02875
C -1.36313 4.41892 1.33450
C -1.64172 3.12916 0.87624
C -0.78837 2.07529 1.10897
O -1.02964 0.84289 0.60784
C 0.37172 2.30644 1.90033
N 1.15274 1.23357 2.19179
C 2.18236 1.40508 2.97490
C 2.52317 2.64020 3.55341
C 1.76439 3.73717 3.24454
C 0.66311 3.61767 2.37152
H 5.94968 4.90427 -2.91753
H 4.30912 5.56228 -3.10534
H 4.56128 4.06482 -2.18066
H 2.60173 5.21677 -1.67019
H 0.83630 5.53883 -0.03361
H 3.67262 7.12674 2.74508
H 5.48256 6.77329 1.08058
H -2.04680 5.22939 1.11255
H -2.54327 2.95853 0.30307
H 2.77919 0.51874 3.18104
H 3.37307 2.71504 4.22009
H 1.98688 4.70400 3.67106
C -3.81534 -5.04480 3.14857
N -4.32251 -3.76622 2.69742
C -4.14075 -2.76620 3.73931
C -3.61122 -3.37342 1.46944
C -4.08980 -2.05377 0.91119
C -5.47734 -1.93081 0.78015
C -6.06770 -0.75545 0.35525
C -5.24450 0.32267 0.06238
C -3.86937 0.18109 0.16681
C -3.21925 -1.00099 0.57015
H -4.35964 -5.37093 4.03851
H -2.73837 -5.00942 3.39497
H -3.95080 -5.79425 2.36558
H -4.61575 -3.11550 4.65959
H -4.60507 -1.82697 3.44172
H -3.07630 -2.56453 3.94152
H -3.78237 -4.17103 0.73569
H -2.54205 -3.33175 1.65968
H -6.09405 -2.78136 1.05315
H -7.14575 -0.67825 0.26468
H -5.66796 1.27161 -0.25130
H -3.26538 1.04036 -0.08745
C 2.47724 -4.25091 -0.53683
C 3.07984 -2.85022 -0.60794
C 3.04051 -2.14849 0.74844
C 2.56229 -2.02582 -1.78463
C 3.18160 -2.28211 -3.00595
C 2.99297 -1.48307 -4.11749
C 2.26849 -0.31200 -3.94663
C 1.63156 -0.00256 -2.75354
C 1.19509 1.44385 -2.56443
C -0.30339 1.71336 -2.50808
C 1.90414 2.03981 -1.34680
C 1.61347 -0.97002 -1.70128
O 0.80219 -0.84760 -0.66764
H 3.02756 -4.86403 0.18422
H 2.52003 -4.74371 -1.51197
H 1.44610 -4.21115 -0.20601
H 4.14344 -2.98585 -0.84411
H 2.03171 -1.91391 1.06848
H 3.59127 -1.20534 0.70972
H 3.50255 -2.78919 1.50559
H 3.86448 -3.12652 -3.06059
H 3.47314 -1.71207 -5.06137
H 2.23249 0.41894 -4.74929
H 1.57105 1.96645 -3.45246
H -0.73836 1.28503 -1.60924
H -0.81099 1.30146 -3.38347
H -0.48323 2.79191 -2.47461
H 1.64315 1.48302 -0.45037
H 1.61930 3.08441 -1.19161
H 2.98942 1.99093 -1.46961
*
```


No. 5
# C2H12O3S

A 4-piece molecular cluster, C2H12O3S overall (wB97M-V/def2-TZVPD, the OMol25 dataset).

E_HOMO = -8.049 eV
E_LUMO = 0.232 eV
SMILES = CSC.O.O.O
E = -707.26668 a.u.

ORCA input file:
```
! RIJCOSX wB97M-V def2-TZVPD def2/J DEFGRID3
* xyz 0 1
C 0.46310 0.50674 -1.56967
S -0.56076 1.81536 -0.85562
C -0.41363 1.51566 0.94744
H 1.49111 0.86851 -1.65269
H -0.06526 0.32927 -2.50301
H 0.61849 -0.40816 -1.00592
H 0.23013 2.29645 1.35444
H -1.43213 1.63572 1.27940
H 0.01332 0.56227 1.19686
O 2.81619 -0.55735 0.98050
H 2.07621 -0.95442 1.45430
H 2.77531 -0.84985 0.06639
O -1.65754 -0.95372 1.32004
H -0.95432 -1.61077 1.44162
H -2.36870 -1.41452 1.78530
O -0.26310 -2.88497 -0.31212
H 0.42268 -3.46439 -0.64882
H -0.81594 -2.51415 -1.00848
*
```


No. 6
# C3H4N4O

One molecule with the formula C3H4N4O (wB97M-V/def2-TZVPD, the OMol25 dataset).

E_HOMO = -9.292 eV
E_LUMO = 0.788 eV
SMILES = [H]/N=C/n1ncnc1O
E = -410.96102 a.u.

ORCA input file:
```
! RIJCOSX wB97M-V def2-TZVPD def2/J DEFGRID3
* xyz 0 1
H -3.33910 -0.44430 0.13011
N -2.41230 -0.01914 -0.03787
C -1.52787 -0.90679 0.02508
N -0.13967 -0.50383 0.00170
N 0.86346 -1.39675 -0.03175
C 1.94670 -0.63234 -0.01503
N 1.70079 0.71956 0.03963
C 0.41494 0.75474 -0.05336
O -0.40338 1.74642 0.02893
H -1.58481 -1.98254 0.09037
H 2.94955 -1.02659 0.10253
H 0.11284 2.58954 -0.09654
*
```


- E of number 3 (C6H5O3S2)?
  -1253.58859 a.u.


Please write out number 5 again, unchanged.
# C2H12O3S

A 4-piece molecular cluster, C2H12O3S overall (wB97M-V/def2-TZVPD, the OMol25 dataset).

E_HOMO = -8.049 eV
E_LUMO = 0.232 eV
SMILES = CSC.O.O.O
E = -707.26668 a.u.

ORCA input file:
```
! RIJCOSX wB97M-V def2-TZVPD def2/J DEFGRID3
* xyz 0 1
C 0.46310 0.50674 -1.56967
S -0.56076 1.81536 -0.85562
C -0.41363 1.51566 0.94744
H 1.49111 0.86851 -1.65269
H -0.06526 0.32927 -2.50301
H 0.61849 -0.40816 -1.00592
H 0.23013 2.29645 1.35444
H -1.43213 1.63572 1.27940
H 0.01332 0.56227 1.19686
O 2.81619 -0.55735 0.98050
H 2.07621 -0.95442 1.45430
H 2.77531 -0.84985 0.06639
O -1.65754 -0.95372 1.32004
H -0.95432 -1.61077 1.44162
H -2.36870 -1.41452 1.78530
O -0.26310 -2.88497 -0.31212
H 0.42268 -3.46439 -0.64882
H -0.81594 -2.51415 -1.00848
*
```